# 1
DFT (ωB97M-V with the def2-TZVPD basis set) results for the molecule C3H7NO.

Each line ends with the Mulliken charge.
Geometry (Å):
C  -1.509  0.128  0.204  -1.1884
C  -0.068  0.580  0.013  0.3578
N  0.654  1.023  1.202  -0.6590
C  0.786  -0.488  -0.643  -0.0927
O  0.350  -1.494  -1.135  -0.4831
H  -1.977  0.029  -0.774  0.3041
H  -2.057  0.924  0.712  0.3761
H  -1.565  -0.810  0.745  0.2906
H  -0.049  1.425  -0.683  0.2479
H  0.632  0.315  1.928  0.2325
H  0.250  1.867  1.587  0.2360
H  1.875  -0.279  -0.661  0.3781

As for the structure (SMILES): C[C@@H](N)C=O. The total charge is 0. The LUMO energy is 0.8 eV. For the energy relative to the best compared isomer or geometry (same formula, charge and spin), the calculation gives 24.9 kcal per mole. The orbital gap is 10.546 eV. The calculation puts the total energy at -6761.668 eV.

# 2
DFT (ωB97M-V with the def2-TZVPD basis set) results for a 2-piece molecular cluster, CH2NO4S overall in a non-equilibrium geometry.

Each line ends with the Mulliken charge.
Geometry (Å):
C  0.411  1.142  -0.115  0.2084
N  -0.032  -1.689  -0.675  -0.6040
O  1.131  1.965  0.248  -0.2429
O  -2.633  1.580  -0.249  -0.6291
O  1.100  -0.728  1.419  -0.5996
O  2.193  -0.617  -0.798  -0.5995
S  0.980  -0.748  -0.031  0.9676
H  -2.320  0.841  0.272  0.2744
H  -0.831  -1.745  -0.070  0.2248

The total charge is -1. The LUMO energy (spin up / spin down) is 1.9 / 3.0 eV. For the energy relative to the best compared isomer or geometry (same formula, charge and spin), the calculation gives 111.9 kcal per mole. The orbital gap (spin up / spin down) is 5.301 / 9.156 eV. The calculation puts the total energy at -21581.839 eV.

# 3
DFT (ωB97M-V with the def2-TZVPD basis set) results for an isolated ion of composition C2H5ClN3O2S and charge +1 in a non-equilibrium geometry.

Each line ends with the Mulliken charge.
Geometry (Å):
O  -1.158  -2.204  -1.345  -0.4152
S  0.069  -1.518  -1.140  1.0879
O  1.000  -1.819  -0.049  -0.4717
Cl  1.162  -1.150  -2.773  -0.0777
N  -0.332  0.182  -0.792  -0.1042
C  -1.223  0.267  0.434  -0.4692
N  -0.343  0.762  1.438  0.0331
C  0.802  1.007  0.886  -0.0678
N  0.851  0.839  -0.412  -0.0200
H  -1.694  -0.762  0.732  0.3616
H  -1.995  0.938  0.189  0.3192
H  -0.317  0.782  2.411  0.2304
H  1.626  1.533  1.432  0.4048
H  1.552  1.145  -1.012  0.1887

As for the structure (SMILES): O=S(=O)(Cl)N1CNC=[NH+]1. The total charge is +1. The LUMO energy is -4.3 eV. For the energy relative to the best compared isomer or geometry (same formula, charge and spin), the calculation gives 48.7 kcal per mole. The orbital gap is 10.335 eV. The calculation puts the total energy at -34068.642 eV.

# 4
DFT (ωB97M-V with the def2-TZVPD basis set) results for the molecule C5H7F in a non-equilibrium geometry.

Each line ends with the Mulliken charge.
Geometry (Å):
C  -0.852  0.109  -2.088  -1.1892
C  0.126  0.753  -1.117  -0.3358
C  0.163  0.330  0.171  0.2170
C  0.711  0.069  1.278  -0.2740
C  0.648  -0.742  2.524  -0.1026
F  1.367  -0.340  3.678  -0.2739
H  -0.758  0.516  -3.126  0.2969
H  -0.741  -0.918  -2.166  0.3870
H  -1.856  0.158  -1.774  0.3612
H  1.117  0.853  -1.470  0.3330
H  -0.285  1.763  -1.009  0.1928
H  0.922  -1.829  2.294  0.1997
H  -0.564  -0.723  2.804  0.1879

As for the structure (SMILES): CCC#CCF. The total charge is 0. The LUMO energy is 0.4 eV. For the energy relative to the best compared isomer or geometry (same formula, charge and spin), the calculation gives 61.4 kcal per mole. The orbital gap is 9.731 eV. The calculation puts the total energy at -8012.549 eV.

# 5
DFT (ωB97M-V with the def2-TZVPD basis set) results for a 2-piece molecular cluster, C2H4O2S overall.

Each line ends with the Mulliken charge.
Geometry (Å):
C  -0.264  -0.479  0.320  -0.3455
C  -1.413  0.290  -0.078  -0.6260
O  2.870  -1.046  0.174  -0.4308
O  2.348  1.343  0.021  -0.4269
S  2.069  -0.004  -0.413  0.6746
H  -0.392  -1.557  0.175  0.2836
H  -1.936  0.259  0.895  0.3013
H  -2.094  -0.140  -0.822  0.2977
H  -1.189  1.335  -0.272  0.2720

The total charge is 0. The LUMO energy (spin up / spin down) is -1.5 / -1.5 eV. For the energy relative to the best compared isomer or geometry (same formula, charge and spin), the calculation gives 104.2 kcal per mole. The orbital gap (spin up / spin down) is 7.701 / 7.705 eV. The calculation puts the total energy at -17064.754 eV.

# 6
DFT (ωB97M-V with the def2-TZVPD basis set) results for a 2-piece molecular cluster, C18H34FNO3 overall in a non-equilibrium geometry.

Each line ends with the Mulliken charge.
Geometry (Å):
C  0.199  1.754  -0.874  -1.1701
C  -0.351  3.045  -1.434  0.0962
O  -1.444  2.897  -2.343  -0.3978
C  -1.230  1.996  -3.348  0.3854
O  -1.600  0.910  -3.226  -0.5072
C  -0.581  2.410  -4.647  -0.5848
C  0.355  3.635  -4.608  -0.8899
C  1.824  3.274  -4.980  -0.5391
C  2.787  3.339  -3.815  -0.7990
C  3.303  2.037  -3.292  0.1930
C  3.828  1.077  -4.353  -0.4369
F  5.030  0.538  -4.027  -0.3426
H  -0.509  1.191  -0.280  0.2739
H  0.623  1.103  -1.628  0.2259
H  1.024  2.020  -0.219  0.4932
H  -0.740  3.615  -0.603  0.3868
H  0.478  3.627  -1.832  -0.0694
H  -1.373  2.636  -5.350  0.3021
H  -0.106  1.523  -5.036  0.4438
H  0.291  4.183  -3.681  0.6425
H  0.023  4.325  -5.373  0.4153
H  1.805  2.307  -5.476  0.4308
H  2.155  3.986  -5.737  0.3424
H  2.269  3.825  -2.993  0.3086
H  2.574  1.545  -2.640  -0.2037
H  4.146  2.259  -2.634  0.3645
H  3.870  1.603  -5.300  0.2448
H  3.097  0.287  -4.501  0.3194
C  -2.049  -1.960  5.129  -1.8575
C  -1.303  -1.233  3.977  1.9527
C  -2.251  -1.010  2.792  -1.0063
C  -2.553  -2.279  2.000  -0.5028
C  -1.261  -2.973  1.580  -1.2000
C  -0.317  -3.243  2.757  1.5651
N  -0.094  -2.013  3.575  0.4908
O  0.719  -1.249  2.966  -0.6080
C  -0.895  -4.379  3.624  -1.7546
C  1.006  -3.790  2.227  -1.8069
C  -0.912  0.131  4.544  -1.9025
H  -2.371  -1.257  5.897  0.4852
H  -2.944  -2.481  4.788  0.3233
H  -1.406  -2.679  5.634  0.3387
H  -1.809  -0.277  2.108  0.1017
H  -3.183  -0.571  3.153  0.3544
H  -3.180  -2.957  2.585  0.2943
H  -3.134  -2.023  1.111  0.4122
H  -1.495  -3.915  1.081  0.4037
H  -0.752  -2.349  0.838  0.3345
H  -0.290  -4.532  4.518  0.3671
H  -0.892  -5.315  3.064  0.4421
H  -1.925  -4.214  3.933  0.3278
H  1.469  -3.124  1.501  0.3734
H  0.838  -4.743  1.727  0.4176
H  1.715  -3.957  3.040  0.4467
H  -0.216  0.026  5.378  0.4679
H  -1.803  0.642  4.907  0.4764
H  -0.457  0.777  3.795  0.3351

The total charge is 0. The LUMO energy is -3.4 eV. The orbital gap is 1.586 eV. The calculation puts the total energy at -29559.260 eV.

# 7
DFT (ωB97M-V with the def2-TZVPD basis set) results for a 7-piece molecular cluster, C28H34N5O10 overall in a non-equilibrium geometry.

Each line ends with the Mulliken charge.
Geometry (Å):
N  2.581  -1.079  -0.776  -0.5427
H  2.790  -0.520  0.039  0.3769
H  3.402  -1.512  -1.173  0.3883
H  2.076  -0.610  -1.515  0.3678
H  2.044  -1.844  -0.393  0.3536
C  8.897  -4.537  -2.882  -1.0968
C  7.449  -4.480  -2.423  -0.2235
O  7.102  -3.186  -2.154  -0.8925
H  9.603  -4.219  -2.115  0.2714
H  9.006  -3.844  -3.716  0.2664
H  9.178  -5.551  -3.167  0.3528
H  7.388  -5.129  -1.549  0.1893
H  6.882  -4.940  -3.232  0.1669
C  5.047  -0.210  5.390  -0.8428
C  5.428  -0.692  4.024  -0.3067
O  5.536  0.308  3.079  -0.8787
H  4.812  -0.982  6.122  0.3183
H  4.127  0.371  5.328  0.1577
H  5.850  0.439  5.740  0.2332
H  4.844  -1.546  3.681  0.1978
H  6.382  -1.168  4.250  0.1522
C  -2.656  4.297  7.645  -0.3904
C  -1.518  4.997  7.267  -0.3647
C  -0.749  4.613  6.168  -0.5233
C  -1.070  3.440  5.517  0.2595
C  -2.191  2.704  5.863  -0.2319
C  -3.039  3.161  6.910  -0.4453
N  -0.278  3.020  4.368  0.8597
O  0.581  3.718  3.736  -0.5302
O  -0.576  1.856  4.009  -0.5369
H  -3.128  4.565  8.579  0.3590
H  -1.270  5.806  7.939  0.3426
H  0.137  5.124  5.821  0.4366
H  -2.624  1.876  5.320  0.4169
H  -3.847  2.555  7.294  0.3419
C  -0.045  5.852  -7.886  -0.3262
C  -0.529  6.623  -6.886  -0.4349
C  -0.602  6.131  -5.557  -0.2924
C  -0.136  4.808  -5.296  0.0083
C  0.464  4.106  -6.366  -0.1772
C  0.548  4.621  -7.619  -0.4725
N  -0.344  4.225  -3.992  0.9747
O  -0.951  4.797  -3.101  -0.5886
O  0.062  3.082  -3.852  -0.5910
H  -0.090  6.101  -8.936  0.3507
H  -0.932  7.618  -7.009  0.3498
H  -1.068  6.716  -4.778  0.4212
H  0.863  3.110  -6.249  0.4145
H  0.911  4.019  -8.439  0.3629
C  -6.372  -1.945  -6.193  -0.2928
C  -5.812  -2.717  -5.180  -0.5504
C  -4.395  -2.711  -5.115  -0.1881
C  -3.636  -2.005  -6.035  0.2614
C  -4.195  -1.346  -7.096  -0.4314
C  -5.583  -1.282  -7.140  -0.4749
N  -2.206  -1.902  -5.682  0.9012
O  -1.850  -1.941  -4.575  -0.5359
O  -1.349  -1.877  -6.577  -0.5671
H  -7.448  -1.877  -6.259  0.3544
H  -6.404  -3.329  -4.516  0.3892
H  -3.929  -3.394  -4.421  0.3704
H  -3.598  -0.830  -7.832  0.4240
H  -6.011  -0.866  -8.041  0.3392
C  -2.407  -3.670  7.013  -0.3030
C  -3.624  -3.860  6.318  -0.4794
C  -3.579  -3.947  4.940  -0.3004
C  -2.382  -3.604  4.249  0.1366
C  -1.221  -3.360  4.970  -0.2109
C  -1.208  -3.388  6.349  -0.6018
N  -2.314  -3.606  2.750  1.0053
O  -1.247  -3.371  2.241  -0.6000
O  -3.362  -3.713  2.129  -0.5943
H  -2.453  -3.629  8.091  0.3477
H  -4.576  -4.079  6.778  0.3639
H  -4.487  -4.095  4.374  0.3835
H  -0.363  -2.969  4.446  0.4418
H  -0.339  -3.298  6.984  0.4103

The total charge is -1. The LUMO energy is 0.3 eV. For the energy relative to the best compared isomer or geometry (same formula, charge and spin), the calculation gives 135.0 kcal per mole. The orbital gap is 2.564 eV. The calculation puts the total energy at -57494.531 eV.

# 8
DFT (ωB97M-V with the def2-TZVPD basis set) results for C57H31BrCdF15GeIN4O3P2S2 as an isolated structure in a non-equilibrium geometry.

Each line ends with the Mulliken charge.
Geometry (Å):
Cd  12.838  16.597  9.897  0.7227
N  9.541  17.048  10.793  0.0807
P  10.103  18.594  11.379  0.7360
C  9.168  18.990  12.922  0.4241
C  9.898  18.883  14.084  -0.4215
C  9.263  18.933  15.336  -0.5047
C  7.885  19.055  15.415  -0.5866
C  7.156  19.182  14.199  -0.6623
C  7.799  19.182  12.975  -0.4854
C  9.437  19.674  10.099  0.5892
C  8.902  20.908  10.420  -0.7217
C  8.495  21.746  9.405  -0.6256
C  8.663  21.426  8.085  -0.5645
C  9.218  20.198  7.768  -0.6365
C  9.589  19.311  8.755  -0.6345
P  10.653  15.754  11.028  -0.0858
C  9.909  14.270  10.299  0.6029
C  10.197  13.001  10.809  -0.7271
C  9.609  11.866  10.227  -0.6447
C  8.761  11.997  9.128  -0.5748
C  8.502  13.245  8.617  -0.7608
C  9.085  14.379  9.184  -0.4430
C  10.687  15.437  12.787  1.3605
C  11.839  15.643  13.534  0.3730
C  11.792  15.509  14.903  -0.7008
C  10.603  15.205  15.532  -0.5994
C  9.428  15.141  14.808  -0.8310
C  9.472  15.233  13.429  -0.6555
H  8.593  16.755  11.012  0.4755
H  10.943  18.626  14.028  0.3818
H  9.902  18.812  16.228  0.3881
H  7.363  19.014  16.358  0.4268
H  6.068  19.227  14.240  0.3874
H  7.252  19.357  12.044  0.4490
H  8.891  21.300  11.419  0.5147
H  8.186  22.756  9.694  0.3324
H  8.386  22.206  7.338  0.3479
H  9.348  19.916  6.719  0.4191
H  9.975  18.324  8.531  0.3707
H  10.807  12.905  11.680  0.4605
H  9.788  10.881  10.642  0.5268
H  8.281  11.120  8.696  0.3896
H  7.846  13.385  7.770  0.4358
H  8.911  15.374  8.819  0.5396
H  12.783  15.804  13.005  -0.5613
H  12.689  15.623  15.503  0.5197
H  10.573  15.039  16.615  0.4248
H  8.476  14.995  15.284  0.5237
H  8.613  15.123  12.805  0.4703
O  18.395  25.586  7.517  -0.6857
S  18.117  24.186  7.794  1.2772
O  17.923  23.398  6.602  -0.7006
O  18.938  23.507  8.792  -0.6740
C  16.482  24.182  8.547  0.0030
N  15.944  25.283  9.063  -0.4793
C  14.782  25.125  9.691  -0.4616
C  14.146  23.906  9.819  -0.6480
C  14.759  22.859  9.172  0.0767
N  15.908  22.968  8.514  -0.2023
C  14.215  21.467  9.246  1.4797
C  13.473  21.067  10.396  -1.3264
C  13.070  19.759  10.535  -1.2057
N  13.260  18.821  9.587  0.9799
C  13.919  19.196  8.496  -0.6317
C  14.458  20.483  8.313  -0.6526
H  14.351  26.012  10.179  0.3778
H  13.192  23.798  10.356  0.4142
H  13.294  21.780  11.198  0.4345
H  12.571  19.469  11.400  0.9465
H  14.121  18.407  7.800  0.3674
H  15.053  20.699  7.432  0.5613
Br  18.942  16.087  11.822  -0.1544
C  18.293  17.570  10.915  0.3082
C  19.198  18.309  10.105  -0.5807
C  18.795  19.507  9.547  -0.8377
C  17.532  20.032  9.799  -0.4780
C  16.640  19.271  10.533  0.1307
C  17.000  18.041  11.062  -0.3349
I  15.566  16.771  12.069  0.1192
H  20.182  17.880  9.903  0.4420
H  19.444  20.036  8.876  0.5030
H  17.215  21.002  9.386  0.3877
H  15.639  19.590  10.657  0.5911
F  17.609  15.098  8.470  -0.0623
C  17.650  14.017  7.666  0.4954
C  16.531  13.197  7.560  -0.7016
C  16.629  12.156  6.658  0.4988
F  15.571  11.358  6.415  -0.2493
C  17.802  11.894  5.955  0.0543
F  17.878  10.934  5.032  -0.2986
C  18.949  12.620  6.255  0.4903
F  20.101  12.267  5.670  -0.3009
C  18.866  13.703  7.117  0.2190
F  19.951  14.429  7.451  -0.2907
Ge  14.927  13.566  8.636  0.7207
S  14.139  15.493  8.045  -0.7123
C  15.426  13.320  10.501  -0.1802
C  16.682  13.026  11.010  0.7315
F  17.688  12.800  10.163  -0.3110
C  16.944  12.948  12.362  0.0607
F  18.183  12.786  12.777  -0.3721
C  15.950  12.953  13.297  0.5426
F  16.183  12.808  14.556  -0.3063
C  14.647  13.200  12.840  0.0671
F  13.573  13.165  13.656  -0.3692
C  14.452  13.388  11.481  -0.2246
F  13.166  13.584  11.147  0.2239
C  13.692  12.075  8.434  -0.2090
C  14.082  10.834  8.936  0.5924
F  15.280  10.700  9.480  -0.3841
C  13.250  9.720  8.962  0.2487
F  13.550  8.594  9.633  -0.3101
C  12.012  9.794  8.337  0.6732
F  11.211  8.730  8.372  -0.3529
C  11.629  10.955  7.754  0.2636
F  10.411  11.068  7.197  -0.3957
C  12.439  12.083  7.830  0.0234
F  11.972  13.177  7.279  -0.4670

The total charge is 0. The LUMO energy is -1.0 eV. For the energy relative to the best compared isomer or geometry (same formula, charge and spin), the calculation gives 0.0 kcal per mole. The orbital gap is 6.203 eV. The calculation puts the total energy at -291947.087 eV.